<P>
Molecular formula: C5H11O2
Method: DFT, the ωB97M-V functional and the def2-TZVPD basis

Values from the calculation:
* E_HOMO: -0.1366 hartree
* HOMO-LUMO gap: 7.214 eV
* lowest unoccupied orbital energy: 3.498 eV
* total charge: -1

Structure (XYZ):
```
18
C5H11O2 the ωB97M-V functional and the def2-TZVPD basis
O -1.925 1.091 -1.895
O 0.300 0.972 -2.180
C 1.006 -0.813 2.114
C -0.978 -1.063 -2.007
C -0.834 0.479 -2.025
C 1.078 -0.875 3.631
C 0.910 0.616 1.567
H 1.221 0.672 0.530
H -0.541 -1.473 -1.091
H 0.158 -0.517 4.113
H 1.229 -1.914 3.929
H -0.529 -1.463 -2.919
H 1.335 1.387 2.217
H 1.877 -0.244 4.008
H 0.181 -1.420 1.757
H 1.946 -1.230 1.734
H -2.019 -1.359 -1.890
H -0.131 0.937 1.543
```



<Q>
Molecular formula: C5H11O2
Method: DFT, the ωB97M-V functional and the def2-TZVPD basis

Values from the calculation:
* E_HOMO: -0.1366 hartree
* HOMO-LUMO gap: 7.692 eV
* lowest unoccupied orbital energy: 3.974 eV
* total charge: -1

Structure (XYZ):
```
18
C5H11O2 the ωB97M-V functional and the def2-TZVPD basis
O -0.774 -0.413 -2.895
O 1.270 -0.454 -2.161
C -0.057 1.575 1.316
C -0.292 -2.004 -1.234
C -1.027 0.382 1.205
C 0.104 -0.848 -2.184
C 1.268 1.227 0.719
H 1.542 1.674 -0.301
H -0.859 -2.832 -1.642
H -0.517 2.522 0.977
H 0.138 1.708 2.436
H -1.061 -1.560 -0.577
H -1.267 -0.328 2.026
H -0.838 -0.495 0.441
H 1.582 0.119 0.721
H -2.074 0.609 0.681
H 0.655 -2.492 -0.774
H 2.207 1.611 1.243
```



Relative energy table, unit eV: <P> 0.000; <Q> 1.665



<P>
Molecular formula: C7H15N2Si
Method: DFT, the ωB97M-V functional and the def2-TZVPD basis

Values from the calculation:
* E_HOMO: -0.4710 hartree
* SMILES: Cc1c[nH+]c([Si](C)(C)C)[nH]1
* HOMO-LUMO gap: 9.477 eV
* lowest unoccupied orbital energy: -3.340 eV
* total charge: +1

Structure (XYZ):
```
25
C7H15N2Si the ωB97M-V functional and the def2-TZVPD basis
Si 0.510 -0.318 -1.467
N -0.553 1.623 0.685
N -0.014 -0.320 1.618
C 1.748 -1.625 -0.964
C -0.341 0.076 4.024
C -0.395 0.499 2.614
C 0.751 1.240 -2.540
C 0.004 0.585 0.148
C -0.798 1.683 2.012
C -1.265 -0.925 -1.809
H 0.748 1.173 -3.633
H -1.252 -1.913 -2.312
H -0.148 1.732 -2.330
H -1.694 -0.244 -2.535
H -1.493 2.460 2.357
H -1.269 0.232 4.557
H 2.805 -1.239 -0.811
H 0.479 0.699 4.455
H 0.031 -0.853 4.163
H 1.599 1.812 -2.267
H -1.784 -0.737 -0.892
H 0.532 -1.148 1.700
H -0.729 2.377 0.104
H 1.305 -2.336 -0.180
H 1.910 -2.305 -1.946
```



<Q>
Molecular formula: C7H15N2Si
Method: DFT, the ωB97M-V functional and the def2-TZVPD basis

Values from the calculation:
* E_HOMO: -0.4126 hartree
* HOMO-LUMO gap: 5.163 eV
* lowest unoccupied orbital energy: -6.064 eV
* total charge: +1

Structure (XYZ):
```
25
C7H15N2Si the ωB97M-V functional and the def2-TZVPD basis
Si 3.217 -1.779 -0.710
N -2.403 -0.992 -1.216
N -2.344 -0.021 0.700
C -1.628 -0.352 -0.382
C 2.111 -0.398 -0.270
C 3.512 1.607 0.448
C -3.701 -0.283 0.559
C -3.758 -1.065 -0.671
C 0.985 1.545 0.627
C 2.259 0.858 0.229
H -3.982 -2.003 -0.397
H 4.371 0.947 0.695
H -4.208 0.588 0.388
H 3.402 -3.085 -0.081
H 1.080 -0.661 -0.530
H 0.085 1.010 0.183
H -2.208 -1.581 -2.020
H -1.866 0.481 1.413
H 4.061 -1.544 -1.865
H 3.527 2.340 1.340
H -4.476 -0.815 -1.434
H -4.276 -0.657 1.394
H 1.218 2.579 0.332
H 0.953 1.319 1.709
H 4.070 1.963 -0.442
```



Relative energy table, unit eV: <P> 0.000; <Q> 4.505



<P>
Molecular formula: H20O10
Method: DFT, the ωB97M-V functional and the def2-TZVPD basis

Values from the calculation:
* E_HOMO: -0.3799 hartree
* SMILES: O.O.O.O.O.O.O.O.O.O
* HOMO-LUMO gap: 9.910 eV
* lowest unoccupied orbital energy: -0.428 eV
* total charge: 0

Structure (XYZ):
```
30
H20O10 the ωB97M-V functional and the def2-TZVPD basis
O 3.148 2.643 -0.861
O 1.266 -1.213 3.117
O -2.618 0.005 -2.210
O -0.051 -3.313 -1.536
O -3.480 -1.698 1.512
O -1.942 4.063 -1.225
O 0.340 0.631 0.380
O 3.824 2.709 1.486
O 3.980 -3.381 -1.490
O -4.561 0.432 0.783
H 1.202 -0.463 2.515
H 4.030 -4.333 -1.347
H 4.529 3.014 0.904
H -2.882 3.988 -1.427
H -3.725 0.779 1.113
H 4.018 1.774 1.619
H 2.848 1.829 -1.280
H 2.196 -1.462 3.083
H 0.573 -0.302 0.315
H -2.243 -0.646 -2.814
H -0.707 -3.650 -0.915
H -1.516 4.067 -2.090
H -0.583 0.662 0.103
H -3.531 -2.175 2.347
H -2.994 -0.894 1.729
H -2.579 -0.424 -1.348
H 0.370 -2.587 -1.061
H 3.045 -3.176 -1.379
H -4.822 -0.219 1.444
H 2.864 3.337 -1.466
```



<Q>
Molecular formula: H20O10
Method: DFT, the ωB97M-V functional and the def2-TZVPD basis

Values from the calculation:
* E_HOMO: -0.3670 hartree
* SMILES: O.O.O.O.O.O.O.O.O.O
* HOMO-LUMO gap: 9.756 eV
* lowest unoccupied orbital energy: -0.229 eV
* total charge: 0

Structure (XYZ):
```
30
H20O10 the ωB97M-V functional and the def2-TZVPD basis
O 0.766 1.313 1.966
O 0.769 -2.115 -2.719
O -1.922 -1.584 -1.155
O 1.424 -0.422 3.817
O -2.074 0.891 -2.403
O 2.566 0.686 -1.882
O -2.549 2.108 -0.298
O 1.327 3.663 -1.564
O -1.087 -0.790 3.572
O 0.162 -2.416 0.452
H -3.197 2.104 -1.020
H -2.240 -0.045 -2.478
H -1.060 -1.470 -1.465
H 0.643 -2.866 -2.162
H -3.168 1.952 0.436
H -0.783 -0.259 4.301
H -1.703 -2.467 -1.064
H 0.761 0.973 2.872
H -1.114 1.057 -2.505
H 2.207 -0.789 3.562
H 1.091 3.319 -0.613
H 0.743 -2.511 -3.612
H 0.767 -2.554 1.160
H 2.693 0.772 -2.818
H 1.656 1.281 1.646
H -0.601 -0.328 2.854
H 1.778 0.075 -1.498
H 1.752 3.027 -1.708
H 0.755 -1.058 3.596
H -0.361 -1.549 0.730
```



Relative energy table, unit eV: <P> 0.000; <Q> 2.051



<P>
Molecular formula: H20O10
Method: DFT, the ωB97M-V functional and the def2-TZVPD basis

Values from the calculation:
* E_HOMO: -0.3753 hartree
* SMILES: O.O.O.O.O.O.O.O.O.O
* HOMO-LUMO gap: 10.122 eV
* lowest unoccupied orbital energy: -0.091 eV
* total charge: 0

Structure (XYZ):
```
30
H20O10 the ωB97M-V functional and the def2-TZVPD basis
O 2.959 -0.168 1.047
O 0.792 3.145 0.661
O 1.471 -1.110 -1.051
O 0.628 0.880 2.111
O -0.859 0.238 4.312
O -0.074 -2.500 0.653
O -0.767 0.451 -0.251
O -2.822 -1.627 -0.519
O -2.775 0.077 -3.091
O -0.025 0.554 -3.168
H -0.468 0.866 0.577
H -0.055 -0.164 -0.131
H -0.538 -2.221 1.417
H 0.770 1.802 1.791
H -0.354 0.548 3.536
H 0.095 0.498 -4.121
H 1.459 0.381 1.916
H -2.157 -0.974 -0.385
H 1.875 -1.689 -1.676
H 0.744 -2.922 0.899
H 2.648 -0.530 0.227
H 0.803 -1.630 -0.564
H -2.713 -0.737 -3.583
H -1.864 0.221 -2.952
H -3.474 -1.146 -1.006
H 0.290 -0.317 -2.840
H 0.540 2.873 -0.235
H -0.388 0.527 5.079
H 0.867 4.085 0.662
H 3.405 0.603 0.694
```



<Q>
Molecular formula: H20O10
Method: DFT, the ωB97M-V functional and the def2-TZVPD basis

Values from the calculation:
* E_HOMO: -0.3913 hartree
* SMILES: O.O.O.O.O.O.O.O.O.O
* HOMO-LUMO gap: 10.388 eV
* lowest unoccupied orbital energy: -0.260 eV
* total charge: 0

Structure (XYZ):
```
30
H20O10 the ωB97M-V functional and the def2-TZVPD basis
O 3.369 -0.050 1.156
O -2.425 -0.403 -0.635
O 0.003 -0.203 0.548
O -0.148 -1.706 2.723
O -4.389 0.670 -0.748
O -2.770 -4.249 -1.436
O 4.659 1.590 -1.797
O -1.299 4.683 -0.473
O 4.419 -1.907 -0.942
O -0.856 2.301 1.010
H -5.054 0.155 -1.219
H -1.010 -2.084 2.930
H -2.038 -4.073 -0.834
H 4.078 1.819 -1.063
H -0.521 2.210 0.111
H 4.669 0.627 -1.797
H 0.885 -0.407 0.219
H -2.540 0.545 -0.500
H 3.022 -0.513 1.927
H -0.223 -1.445 1.798
H -3.268 -4.951 -1.002
H 2.595 0.098 0.602
H -0.525 -0.088 -0.250
H 5.058 -2.617 -0.809
H -1.538 4.029 0.193
H -2.288 -0.751 0.253
H -4.145 1.364 -1.370
H -0.286 1.725 1.532
H -1.343 5.523 -0.003
H 3.911 -1.893 -0.123
```



Relative energy table, unit eV: <P> 0.000; <Q> 1.536



<P>
Molecular formula: H20O10
Method: DFT, the ωB97M-V functional and the def2-TZVPD basis

Values from the calculation:
* E_HOMO: -0.3747 hartree
* SMILES: O.O.O.O.O.O.O.O.O.O
* HOMO-LUMO gap: 10.104 eV
* lowest unoccupied orbital energy: -0.090 eV
* total charge: 0

Structure (XYZ):
```
30
H20O10 the ωB97M-V functional and the def2-TZVPD basis
O -1.081 0.503 -2.408
O 0.388 -0.657 -0.423
O -1.245 1.480 3.330
O 0.880 -1.150 2.390
O -1.448 -2.898 1.527
O -3.228 0.087 0.897
O -0.196 -3.587 -3.662
O 1.303 5.169 -1.075
O 4.486 -0.737 -1.015
O 0.409 2.227 0.958
H 1.200 -1.137 1.481
H 0.678 2.863 0.285
H 0.208 -1.841 2.392
H 4.845 0.076 -1.389
H -0.900 -0.444 -2.425
H 0.796 5.240 -0.259
H 3.628 -0.834 -1.443
H 0.357 0.258 -0.119
H -2.284 -2.424 1.602
H 1.866 4.400 -0.936
H -0.190 -4.365 -4.230
H -0.533 2.101 0.798
H 0.680 -3.581 -3.260
H -0.860 2.309 3.636
H -2.007 0.559 -2.145
H -1.810 1.201 4.059
H -2.815 -0.588 1.447
H -1.476 -3.284 0.645
H -2.965 -0.149 0.000
H 1.312 -0.795 -0.659
```



<Q>
Molecular formula: H20O10
Method: DFT, the ωB97M-V functional and the def2-TZVPD basis

Values from the calculation:
* E_HOMO: -0.3130 hartree
* HOMO-LUMO gap: 8.050 eV
* lowest unoccupied orbital energy: -0.466 eV
* total charge: 0

Structure (XYZ):
```
30
H20O10 the ωB97M-V functional and the def2-TZVPD basis
O -0.563 -12.251 -10.470
O 1.358 -11.150 -9.278
O 2.243 -14.480 -7.401
O -2.009 -12.011 -8.869
O -0.942 -14.178 -9.547
O -0.468 -11.107 -7.235
O 1.920 -11.778 -6.482
O 0.546 -12.902 -8.376
O 0.905 -15.421 -9.009
O 1.725 -14.550 -5.470
H 1.351 -11.393 -5.815
H 0.840 -11.920 -9.046
H 0.769 -10.410 -9.132
H -1.539 -12.249 -9.668
H 0.256 -12.658 -10.750
H 1.119 -13.488 -7.882
H -2.311 -11.116 -9.025
H -0.165 -13.464 -8.683
H -1.043 -10.351 -7.351
H 1.445 -11.656 -7.303
H 1.272 -15.862 -9.776
H -0.551 -11.599 -8.052
H 1.931 -14.705 -8.277
H -0.370 -11.313 -10.449
H -0.787 -13.398 -10.080
H 0.163 -14.923 -9.352
H 2.056 -13.667 -5.305
H -1.873 -14.137 -9.328
H 1.836 -14.676 -6.413
H 3.192 -14.398 -7.497
```



<R>
Molecular formula: H20O10
Method: DFT, the ωB97M-V functional and the def2-TZVPD basis

Values from the calculation:
* E_HOMO: -0.3586 hartree
* SMILES: O.O.O.O.O.O.O.O.O.O
* HOMO-LUMO gap: 10.033 eV
* lowest unoccupied orbital energy: 0.276 eV
* total charge: 0

Structure (XYZ):
```
30
H20O10 the ωB97M-V functional and the def2-TZVPD basis
O -0.653 -1.297 4.157
O -2.865 0.826 1.243
O 0.705 1.933 1.840
O 3.204 0.408 4.702
O -0.976 -0.352 -3.406
O 1.142 0.311 0.362
O 0.062 1.628 -1.602
O 1.137 0.395 -4.204
O -2.554 -2.157 -0.645
O 1.063 -1.645 -2.593
H 2.504 0.019 5.259
H 0.976 -0.529 0.791
H -0.264 -2.120 3.909
H -3.363 1.607 1.185
H -1.036 -1.510 5.026
H -2.742 -1.549 -1.345
H -2.652 0.645 0.310
H -1.713 -0.824 -3.825
H 1.592 -0.271 -4.640
H -1.053 0.499 -3.821
H 1.700 2.014 1.680
H 3.636 1.076 5.178
H 0.148 1.629 -0.639
H 2.108 0.562 0.348
H 0.837 -1.365 -1.768
H 1.595 0.324 -3.340
H 0.330 -2.088 -3.075
H -3.497 -2.196 -0.234
H 0.345 1.530 1.066
H 0.283 2.496 -1.918
```



Relative energy table, unit eV: <P> 0.000; <Q> 8.199; <R> 2.060